Entry 1:
C22H28N2O4 | wB97M-V/def2-TZVPD

Each line ends with the Mulliken charge.
CARTESIAN COORDINATES (ANGSTROEM)
C -2.8229 -3.3356 -1.1482  -0.820
C -1.9909 -3.6434 0.0677  -0.581
H -2.5779 -3.2186 0.9064  0.375
O -0.8072 -3.0475 0.0840  -0.152
C -0.7329 -2.0133 0.6850  -0.017
C 0.6115 -1.3804 0.7297  -0.388
C 1.6409 -2.4679 1.2081  -1.171
C 2.7450 -2.5247 -0.1900  -0.460
C 2.2310 -3.4526 -1.2827  -0.544
O 1.2295 -3.0406 -1.9298  -0.565
H 0.3575 -2.7895 -1.3179  0.395
H 2.9880 -3.5113 -2.0158  0.455
H 2.0719 -4.6444 -0.8683  0.151
H 3.6868 -2.9052 0.3972  0.319
H 3.0300 -1.5950 -0.6213  0.243
H 2.1766 -2.0505 2.0736  0.542
H 1.2840 -3.4585 1.3112  0.450
H 0.7373 -1.0680 -0.2923  0.602
C 0.9006 0.0952 1.4577  0.968
C -0.4270 0.9039 1.3844  -2.222
C -1.5633 0.3938 0.6177  1.040
O -1.8450 -0.8211 0.5172  -0.530
C -2.6747 1.4264 0.4849  -0.272
O -2.6676 2.5540 0.8366  -0.601
N -3.7424 0.8402 -0.3264  -0.103
C -4.9017 1.2723 -0.4977  0.220
C -5.0306 2.4012 -1.1695  -0.347
C -5.5334 2.5919 0.1962  -0.718
H -6.7169 2.4092 0.5020  0.195
H -4.9525 2.8289 1.0918  0.309
H -5.7245 2.8229 -2.0342  0.257
H -4.1449 3.0975 -1.4044  0.158
H -5.6367 0.5218 -0.8109  0.360
H -3.6559 -0.4506 -0.2475  0.069
H -0.3749 1.8383 1.5163  0.925
C 2.1119 0.9038 1.2300  0.038
C 3.2082 0.8053 1.8057  -0.671
N 4.1637 1.5049 1.5859  -0.025
C 3.6857 1.8915 0.1033  -0.338
C 4.2104 2.6781 -0.8422  -0.311
C 3.6819 2.6958 -1.9276  -0.568
C 2.1484 2.3875 -1.9795  -0.685
C 1.5669 1.5768 -1.1776  -0.398
C 2.3270 1.2298 -0.0065  0.760
H 0.5395 1.3448 -1.3858  0.377
H 1.9098 2.4521 -3.1475  0.191
H 4.1363 3.2057 -2.8625  0.282
H 5.4717 2.7612 -0.7932  0.122
H 5.1036 1.7880 1.5843  0.253
H 3.2137 0.4947 3.0220  0.188
H 0.8482 -0.2329 2.5391  0.672
H -0.9569 -1.9863 1.8578  0.268
H -1.7692 -4.6481 0.0572  0.552
H -3.7745 -3.9144 -1.1367  0.402
H -2.1691 -3.7645 -1.9569  0.312
H -2.9739 -2.1690 -1.1414  0.037

Results
Energy above the lowest of the compared OMol25 structures with the same formula, charge and spin   508.8 kcal/mol



Entry 2:
C22H28N2O4S | wB97M-V/def2-TZVPD

Each line ends with the Mulliken charge.
CARTESIAN COORDINATES (ANGSTROEM)
C 3.0437 4.1180 -1.7551  -1.601
C 1.7752 3.4272 -2.1540  0.926
C 0.5489 4.0767 -2.0506  -0.676
C -0.6128 3.4371 -2.4357  -0.868
C -0.5865 2.1415 -2.9275  -0.476
C 0.6331 1.4874 -3.0343  0.351
O 0.8003 0.2020 -3.4826  -0.440
C -0.3285 -0.5202 -3.9140  -1.022
C -1.3820 -0.8653 -2.8517  1.068
O -2.5528 -0.6107 -3.0822  -0.680
N -0.9976 -1.5012 -1.7233  0.313
C 0.3814 -1.8495 -1.3925  -1.561
C 0.7992 -1.3141 -0.0464  0.810
C 0.7956 0.0536 0.2035  -1.257
C 1.0342 0.5541 1.4667  -0.292
C 1.2771 -0.3048 2.5474  0.838
N 1.4476 0.1498 3.8304  0.003
C 1.3621 1.5615 4.1114  -1.179
C 1.1190 -0.7511 4.9167  -1.091
C 1.3784 -1.6748 2.2659  -0.477
C 1.1463 -2.1613 0.9990  -0.853
C -2.0792 -1.8548 -0.8048  -0.852
C -1.8751 -3.1936 -0.0835  -0.345
C -3.0133 -3.3270 0.9010  -1.022
S -2.9102 -1.6991 1.7165  1.013
O -1.8636 -1.7323 2.7041  -0.531
O -4.2008 -1.2442 2.1546  -0.735
C -2.3456 -0.7787 0.2501  0.075
C 1.8054 2.1358 -2.6495  -0.193
H 3.8006 3.3970 -1.4563  0.365
H 3.4345 4.6911 -2.5963  0.319
H 2.8662 4.8081 -0.9334  0.403
H 0.5082 5.0844 -1.6645  0.413
H -1.5616 3.9454 -2.3500  0.400
H -1.5101 1.6622 -3.2069  0.514
H -0.8581 0.0192 -4.7095  0.378
H 0.0674 -1.4523 -4.3320  0.435
H 1.0315 -1.4354 -2.1617  0.816
H 0.4846 -2.9407 -1.4080  0.225
H 0.5734 0.7431 -0.5983  0.433
H 0.9890 1.6216 1.6068  0.416
H 0.3418 1.9529 4.0088  0.349
H 2.0213 2.1129 3.4407  0.362
H 1.7018 1.7392 5.1306  0.397
H 0.2295 -1.3403 4.6761  0.331
H 1.9522 -1.4282 5.1258  0.294
H 0.9175 -0.1759 5.8173  0.416
H 1.6322 -2.3690 3.0488  0.411
H 1.2414 -3.2250 0.8217  0.471
H -2.9716 -1.9400 -1.4391  0.741
H -0.9489 -3.1724 0.4884  0.125
H -1.8469 -4.0140 -0.8022  0.310
H -2.8698 -4.1145 1.6321  0.520
H -3.9899 -3.4016 0.4325  0.409
H -3.1276 -0.0876 -0.0449  0.428
H -1.4458 -0.2418 0.5328  -0.346
H 2.7377 1.5992 -2.7388  0.424

Results
SMILES   Cc1cccc(OCC(=O)N(Cc2ccc(N(C)C)cc2)[C@H]2CCS(=O)(=O)C2)c1
Energy above the lowest of the compared OMol25 structures with the same formula, charge and spin   33.4 kcal/mol



Entry 3:
C22H28N2O6 | wB97M-V/def2-TZVPD

Each line ends with the Mulliken charge.
CARTESIAN COORDINATES (ANGSTROEM)
C -8.0058 -1.7928 2.1140  -1.032
C -7.6064 -2.6104 0.8887  -0.425
O -6.2131 -2.5943 0.6543  -0.463
C -5.6271 -1.5008 0.0990  0.824
C -4.2339 -1.5574 -0.0031  -0.737
C -3.5297 -0.5197 -0.5689  -0.345
C -4.1887 0.6090 -1.0489  0.526
C -3.3924 1.7447 -1.6345  -1.437
N -2.4908 2.3163 -0.6449  0.200
C -3.0982 2.9377 0.5080  -1.102
C -1.1698 2.0841 -0.7463  1.027
O -0.6632 1.5061 -1.6952  -0.721
C -0.2952 2.6168 0.3872  -1.207
N 1.0344 2.0917 0.2218  -0.189
C 1.6329 1.3617 1.1972  0.335
O 1.2423 1.3706 2.3488  -0.680
C 2.8269 0.5933 0.7413  0.361
C 2.8367 -0.0403 -0.4996  -1.033
C 3.9402 -0.7817 -0.8856  0.879
O 4.0176 -1.4611 -2.0676  -0.441
C 2.8920 -1.4730 -2.9130  -0.943
C 5.0724 -0.8767 -0.0478  0.829
O 6.1669 -1.6256 -0.4398  -0.556
C 6.8390 -1.1844 -1.6030  -0.733
C 5.0423 -0.2611 1.2094  0.498
O 6.0160 -0.2779 2.1542  -0.420
C 7.2181 -0.9938 1.9740  -0.718
C 3.9069 0.4596 1.5889  -1.176
C -5.5677 0.6645 -0.9432  -1.009
C -6.2891 -0.3760 -0.3801  -0.087
H -9.0750 -1.8852 2.2837  0.352
H -7.7582 -0.7427 1.9793  0.341
H -7.4756 -2.1601 2.9889  0.301
H -8.1539 -2.2757 -0.0011  0.337
H -7.8392 -3.6657 1.0569  0.314
H -3.7312 -2.4360 0.3688  0.433
H -2.4540 -0.5772 -0.6456  0.469
H -2.7642 1.3857 -2.4542  0.364
H -4.0558 2.5303 -2.0093  0.443
H -2.6077 3.8824 0.7441  0.361
H -4.1438 3.1355 0.2822  0.406
H -3.0553 2.2881 1.3863  0.337
H -0.2846 3.7139 0.3546  0.227
H -0.6592 2.2949 1.3670  0.543
H 1.2980 1.9374 -0.7423  0.260
H 1.9666 0.0065 -1.1343  0.690
H 2.0186 -1.9022 -2.4138  0.363
H 2.6472 -0.4697 -3.2759  0.379
H 3.1695 -2.1029 -3.7570  0.240
H 7.7096 -1.8312 -1.7001  0.270
H 7.1666 -0.1436 -1.4967  0.305
H 6.2142 -1.2762 -2.4931  0.264
H 7.0332 -2.0446 1.7458  0.290
H 7.8364 -0.5557 1.1862  0.252
H 7.7404 -0.9096 2.9273  0.281
H 3.8932 0.9232 2.5616  0.474
H -6.1011 1.5299 -1.3118  0.322
H -7.3632 -0.2916 -0.3269  0.356

Results
SMILES   CCOc1ccc(CN(C)C(=O)CNC(=O)c2cc(OC)c(OC)c(OC)c2)cc1
Energy above the lowest of the compared OMol25 structures with the same formula, charge and spin   42.5 kcal/mol



Entry 4:
C22H28N3O | wB97M-V/def2-TZVPD

Each line ends with the Mulliken charge.
CARTESIAN COORDINATES (ANGSTROEM)
C 0.8123 2.9727 -7.5668  -1.032
C 1.5396 3.5827 -6.3746  -0.421
O 2.2945 2.6203 -5.6511  -0.457
C 1.6962 1.7551 -4.8230  0.805
C 0.3425 1.7499 -4.4770  -0.315
C -0.1425 0.8068 -3.5921  -0.826
C 0.6922 -0.1527 -3.0309  0.331
C 0.1394 -1.1577 -2.0625  -1.179
N -0.1191 -0.5227 -0.7321  0.113
C -0.8852 -1.3942 0.1891  -0.566
C -1.1935 -0.6203 1.4842  -0.937
N -0.0128 -0.1168 2.1319  0.153
C 0.7339 -1.0854 2.9282  -0.474
C -0.1483 -1.7525 3.9302  0.453
C -0.2886 -3.0947 4.1441  -1.145
N -1.1695 -3.3162 5.1623  0.010
C -1.6186 -2.1147 5.6336  -0.434
C -2.5183 -1.8218 6.6515  -0.856
C -2.7855 -0.4936 6.8994  -0.485
C -2.1785 0.5237 6.1556  -0.757
C -1.2887 0.2413 5.1452  -0.394
C -0.9970 -1.0960 4.8753  1.188
C 0.7745 0.6758 1.2268  -1.194
C 1.1290 -0.0703 -0.0731  -0.443
C 2.0431 -0.1452 -3.3719  -0.292
C 2.5368 0.7890 -4.2515  -0.704
H 1.5271 2.4843 -8.2238  0.314
H 0.3056 3.7566 -8.1218  0.362
H 0.0782 2.2356 -7.2492  0.332
H 0.8437 4.1054 -5.7083  0.332
H 2.2878 4.2988 -6.7220  0.315
H -0.3414 2.4702 -4.8946  0.378
H -1.1979 0.8114 -3.3541  0.430
H -0.8097 -1.5596 -2.4258  0.437
H 0.8377 -1.9831 -1.9139  0.398
H -0.6834 0.3192 -0.9073  0.458
H -0.2814 -2.2764 0.4084  0.331
H -1.8100 -1.7104 -0.2950  0.456
H -1.7208 -1.2734 2.1806  0.511
H -1.8485 0.2271 1.2519  0.269
H 1.5131 -0.5208 3.4497  0.448
H 1.2279 -1.8587 2.3163  0.336
H 0.1931 -3.9161 3.6474  0.442
H -1.4110 -4.2170 5.5389  0.188
H -2.9853 -2.6071 7.2261  0.389
H -3.4766 -0.2283 7.6847  0.394
H -2.4171 1.5507 6.3873  0.398
H -0.8210 1.0260 4.5709  0.451
H 1.6949 0.9861 1.7224  0.471
H 0.2068 1.5799 0.9759  0.380
H 1.6772 0.5782 -0.7581  0.470
H 1.7364 -0.9501 0.1462  0.344
H 2.7082 -0.8880 -2.9568  0.380
H 3.5784 0.7972 -4.5270  0.447

Results
Total charge   +1
SMILES   CCOc1ccc(C[NH+]2CCN(Cc3c[nH]c4ccccc34)CC2)cc1
Energy above the lowest of the compared OMol25 structures with the same formula, charge and spin   21.3 kcal/mol



Values for gap between HOMO and LUMO, eV, ordered as above
8.19 8.24 9.01 7.97
Values for LUMO level, eV, ordered as above
0.536 0.632 0.687 -2.287
Values for E_tot, eV, ordered as above
-34418.803 -45273.569 -38532.874 -29780.506